No. 1
C5H4N2O as an isolated structure in a non-equilibrium geometry, computed with ωB97M-V with the def2-TZVPD basis set.

Calculated values
**HOMO level**: -10.20 eV
**Maximum force**: 5.9 eV/A
**Total charge**: 0

Positions of all 12 atoms, in Å:
C  1.9557  0.0696  -1.2607
C  -0.0833  -1.6097  0.6224
C  1.2169  0.5784  -0.1593
C  -1.3865  0.7335  0.4435
C  -0.4938  -0.4496  -0.1718
N  2.4166  -0.6152  -2.0063
N  0.4049  -2.4413  1.2432
O  1.3802  1.3074  0.7076
H  -2.4107  0.4928  0.8338
H  -0.8135  1.0122  1.2183
H  -1.5418  1.6201  -0.2429
H  -0.6446  -0.6981  -1.2278

Atomic forces in eV per Å
C -1.25 2.87 3.27
C -0.48 1.31 -0.43
C -4.20 -3.78 -1.57
C -2.10 -1.85 -2.94
C 1.56 2.83 -0.02
N 2.21 -3.02 -3.79
N -0.02 -0.41 0.21
O 1.11 2.23 1.91
H 1.01 -0.36 -0.48
H 1.70 1.47 3.02
H 0.55 -1.29 0.42
H -0.10 0.00 0.39

Mulliken atomic charge list, values in e, 4 entries: number 1, C, carries 0.006; number 2, C, carries 0.324; number 3, C, carries 0.578; number 4, C, carries -1.036

=====

No. 2
C5H4N2O2S in the gas phase in a non-equilibrium geometry, computed with ωB97M-V with the def2-TZVPD basis set.

Calculated values
**HOMO level**: -8.64 eV
**SMILES**: N=C=C(O)Sc1cocn1
**Maximum force**: 3.6 eV/A
**Total charge**: 0

Positions of all 14 atoms, in Å:
N  0.1139  -0.4982  -3.4208
C  0.1206  0.2452  -2.4440
C  0.3493  0.7867  -1.3140
O  1.5044  1.2750  -0.7343
S  -1.1458  1.1090  -0.3614
C  -0.6578  0.0756  0.9489
C  0.5291  -0.2087  1.5280
O  0.2821  -1.1185  2.5140
C  -1.0145  -1.3625  2.4491
N  -1.6334  -0.6962  1.5419
H  0.2405  -0.0013  -4.2906
H  1.4603  2.1640  -1.2004
H  1.4981  0.2606  1.6788
H  -1.6468  -2.0305  3.1048

Atomic forces in eV per Å
N 0.32 0.17 0.26
C 1.28 -1.81 -1.93
C -1.91 1.20 2.80
O -0.15 1.53 -2.15
S 0.59 0.25 -0.44
C -0.30 -0.31 -0.05
C 0.62 0.90 0.90
O 0.31 -0.81 0.73
C -2.43 -0.75 0.54
N -0.24 0.11 -0.18
H -0.64 0.14 -0.56
H 1.05 -1.01 1.38
H -0.33 -0.19 -0.84
H 1.82 0.57 -0.46

Mulliken atomic charge list, values in e, 4 entries: number 1, N, carries -0.543; number 2, C, carries 0.680; number 3, C, carries -0.254; number 4, O, carries -0.481

=====

No. 3
C5H4N2OS in the gas phase in a non-equilibrium geometry, computed with ωB97M-V with the def2-TZVPD basis set.

Calculated values
**HOMO level**: -9.70 eV
**Maximum force**: 5.5 eV/A
**Total charge**: 0

Positions of all 13 atoms, in Å:
C  0.7341  0.8577  1.6523
C  -1.1985  0.2578  -0.7071
C  -1.0835  -0.4192  0.4587
C  -0.2088  0.5631  -1.6314
C  0.1649  -0.3443  1.1465
N  1.2568  1.7576  2.0395
N  0.9720  0.1542  -1.4476
O  1.9851  -1.9605  -0.5292
S  1.7096  -0.6106  -0.1782
H  -2.3056  0.3329  -0.9859
H  -2.0226  -0.8291  0.7393
H  -0.2870  1.1754  -2.5949
H  0.2836  -0.9349  2.0380

Atomic forces in eV per Å
C -2.97 -2.68 -2.19
C -4.87 -0.63 0.32
C 0.17 2.14 -1.48
C 1.15 2.01 -1.21
C 1.33 -1.46 0.91
N 2.58 4.45 1.98
N 2.59 -1.08 -0.41
O 0.10 -1.91 -0.57
S -0.87 2.16 0.41
H 1.79 0.05 -0.33
H -0.11 -0.73 1.18
H -0.74 -1.00 1.39
H -0.15 -1.31 0.01

Mulliken atomic charge list, values in e, 4 entries: number 1, C, carries 0.284; number 2, C, carries -0.157; number 3, C, carries -0.077; number 4, C, carries -0.092

=====

No. 4
C5H4N2OS2 in the gas phase in a non-equilibrium geometry, computed with ωB97M-V with the def2-TZVPD basis set.

Calculated values
**HOMO level (spin up / spin down)**: -8.89 / -8.89 eV
**Maximum force**: 2.8 eV/A
**Total charge**: 0

Positions of all 14 atoms, in Å:
C  -1.0419  1.8477  -0.3932
C  -1.9180  1.0025  0.1747
C  -0.7738  -1.1648  -0.2114
C  -3.2214  0.5200  0.0623
C  1.5838  0.1020  0.0405
N  -0.3882  2.7474  -0.7470
N  -3.3422  -0.8810  -0.0851
O  -4.2284  1.1741  0.2348
S  -2.1296  -2.1450  -0.1831
S  0.8173  -1.5384  -0.2661
H  2.6642  0.0406  0.3741
H  1.0501  0.5668  0.8498
H  1.8237  0.4889  -0.9254
H  -4.1046  -1.4195  0.2694

Atomic forces in eV per Å
C -0.03 1.39 -0.47
C 1.56 -1.99 0.32
C -1.98 1.09 0.58
C -0.43 -1.45 0.36
C 2.22 -1.39 0.35
N 0.07 -0.44 -0.05
N 1.13 -2.30 -0.56
O -0.16 0.52 -0.13
S 0.95 2.65 -0.26
S 0.68 -0.14 0.33
H -1.17 -0.95 0.26
H -0.42 0.79 -0.48
H -1.11 1.29 -0.53
H -1.32 0.91 0.30

Mulliken atomic charge list, values in e, 4 entries: number 1, C, carries 0.541; number 2, C, carries -0.263; number 3, C, carries -0.042; number 4, C, carries 0.588

=====

No. 5
An isolated ion of composition C5H4N3O and charge +1 in a non-equilibrium geometry, computed with ωB97M-V with the def2-TZVPD basis set.

Calculated values
**HOMO level (spin up / spin down)**: -13.59 / -13.59 eV
**SMILES**: O=c1[nH]ccc2c1N=[NH+]2
**Maximum force**: 3.6 eV/A
**Total charge**: +1

Positions of all 13 atoms, in Å:
O  -2.7519  0.8244  0.2258
C  -1.6184  0.4326  0.1937
N  -1.1209  -0.5293  1.1624
C  0.1447  -0.8525  1.3104
C  1.1884  -0.5842  0.3987
C  0.7988  0.2173  -0.6402
C  -0.5000  0.7122  -0.7067
N  0.0678  1.3947  -2.1754
N  1.1673  0.8162  -1.9010
H  -1.9184  -0.7766  1.7081
H  0.3293  -1.6142  2.1816
H  2.0783  -1.0031  0.5769
H  2.1351  0.9623  -2.3343

Atomic forces in eV per Å
O 0.57 -0.38 0.13
C 0.34 0.73 -1.57
N 0.25 2.02 -1.63
C 0.43 -3.06 1.86
C -2.73 1.44 -0.21
C -2.45 -0.31 1.52
C 1.45 0.51 -2.05
N 0.21 -1.46 2.29
N 0.79 0.98 -0.46
H -0.12 -0.75 1.22
H -0.15 1.71 -1.72
H 3.28 -1.35 0.48
H -1.87 -0.09 0.13

Mulliken atomic charge list, values in e, 4 entries: number 1, O, carries -0.524; number 2, C, carries -0.146; number 3, N, carries -0.028; number 4, C, carries 0.015

=====

No. 6
C5H4N4 in the gas phase in a non-equilibrium geometry, computed with ωB97M-V with the def2-TZVPD basis set.

Calculated values
**HOMO level**: -9.58 eV
**SMILES**: N#C/C=C\c1nc[nH]n1
**Maximum force**: 2.3 eV/A
**Total charge**: 0

Positions of all 13 atoms, in Å:
N  -0.9567  3.1813  0.3608
C  -1.1962  2.1165  0.7525
C  -1.4973  0.8249  1.3766
C  -0.9970  -0.3742  0.9924
C  0.0253  -0.6896  -0.0335
N  0.7408  0.1393  -0.8197
C  1.6279  -0.6445  -1.3793
N  1.4501  -1.8925  -0.9698
N  0.4007  -1.9817  -0.1058
H  -2.2111  0.8586  2.2199
H  -1.3534  -1.2261  1.6299
H  2.3674  -0.4031  -2.1224
H  1.9772  -2.7521  -1.2377

Atomic forces in eV per Å
N -0.35 -1.20 0.34
C 0.24 0.18 0.22
C 0.19 -0.11 -0.61
C -0.54 0.52 0.82
C -0.35 -1.47 0.86
N -0.08 0.83 0.11
C -0.14 0.13 -0.33
N -0.03 -2.26 0.21
N 0.71 1.08 -0.40
H 0.52 0.06 -0.65
H 0.58 0.67 -1.03
H 0.07 0.30 0.06
H -0.82 1.27 0.39

Mulliken atomic charge list, values in e, 4 entries: number 1, N, carries -0.399; number 2, C, carries 0.132; number 3, C, carries -0.292; number 4, C, carries -0.184

=====

No. 7
C5H4N4O2S in the gas phase in a non-equilibrium geometry, computed with ωB97M-V with the def2-TZVPD basis set.

Calculated values
**HOMO level**: -10.62 eV
**SMILES**: CSc1nc(=O)[nH]c(=O)n1C#N
**Maximum force**: 4.5 eV/A
**Total charge**: 0

Positions of all 16 atoms, in Å:
C  -0.8855  0.6678  1.3768
S  0.1118  1.7051  0.2551
C  0.6583  0.4861  -0.7537
N  0.4576  -0.7318  -0.7969
C  0.9953  -1.6358  -1.7106
O  0.7795  -2.8101  -1.6358
N  1.7814  -1.0823  -2.7015
C  2.1793  0.2314  -2.9498
O  2.8484  0.5076  -3.9076
N  1.7500  1.1326  -2.0125
C  1.9699  2.4265  -2.0151
N  2.1273  3.5606  -1.9443
H  -1.4969  -0.0063  0.7854
H  -1.5058  1.3438  1.9566
H  -0.2201  0.1084  2.0270
H  2.1379  -1.7443  -3.3834

Atomic forces in eV per Å
C 0.23 0.02 -0.23
S -0.37 0.66 0.59
C 2.43 0.27 -3.05
N -0.47 0.20 0.71
C 0.15 0.15 -0.12
O 0.03 -0.18 -0.11
N 0.24 -0.15 -0.39
C 0.13 -0.27 -0.33
O 0.07 0.09 -0.02
N -2.67 -1.94 3.06
C 0.28 0.26 -0.33
N 0.05 0.67 0.07
H -0.03 0.00 0.03
H 0.01 0.10 -0.01
H -0.02 -0.04 0.01
H -0.06 0.16 0.13

Mulliken atomic charge list, values in e, 4 entries: number 1, C, carries -0.856; number 2, S, carries -0.005; number 3, C, carries 0.696; number 4, N, carries -0.312

=====

No. 8
C5H4NO2 as an isolated structure in a non-equilibrium geometry, computed with ωB97M-V with the def2-TZVPD basis set.

Calculated values
**HOMO level**: -5.00 eV
**Maximum force**: 5.6 eV/A
**Total charge**: -1

Positions of all 12 atoms, in Å:
C  1.3178  1.6813  -0.2073
C  1.2414  -1.2795  -0.0674
C  -1.0820  -0.0634  -0.6599
C  -0.9133  0.1138  0.8648
C  0.2092  -0.0272  0.0159
N  1.7753  2.7206  -0.3303
O  0.5496  -2.2361  -0.4498
O  2.3970  -1.1342  0.3391
H  -1.4259  -1.0647  -1.1240
H  -1.4304  0.8887  -1.1595
H  -1.3822  1.1257  1.2644
H  -1.2568  -0.7249  1.5140

Atomic forces in eV per Å
C -2.96 -4.06 0.53
C -0.87 0.84 1.03
C -1.57 0.42 -1.32
C -3.99 1.24 2.13
C 5.04 1.88 -1.55
N 0.75 1.40 -0.18
O 0.53 -0.67 -0.13
O -0.63 -0.08 -0.52
H 0.91 1.88 0.94
H 0.42 -1.35 0.53
H 1.58 -2.07 -0.95
H 0.80 0.57 -0.51

Mulliken atomic charge list, values in e, 4 entries: number 1, C, carries 0.085; number 2, C, carries 0.443; number 3, C, carries -0.549; number 4, C, carries -0.577

=====

No. 9
A 2-piece molecular cluster, C5H4NO5 overall in a non-equilibrium geometry, computed with ωB97M-V with the def2-TZVPD basis set.

Calculated values
**HOMO level**: -4.69 eV
**Maximum force**: 6.4 eV/A
**Total charge**: -1

Positions of all 15 atoms, in Å:
C  -0.6160  1.9644  0.6177
C  0.7249  1.9473  0.2637
C  0.0430  -0.9933  -1.7363
C  -1.1583  0.7906  -0.0959
C  -0.1006  0.2792  -0.8039
N  0.9986  -1.9610  1.0481
O  0.7313  -1.8736  -1.1766
O  -0.3103  -1.9212  1.3459
O  -0.4849  -0.8448  -2.8300
O  1.5771  -3.0375  1.1399
O  1.0238  0.9346  -0.5299
H  -1.0989  2.6802  1.1020
H  1.5891  2.5098  0.8360
H  -0.6630  -1.1016  0.9978
H  -2.2561  0.6268  -0.1785

Atomic forces in eV per Å
C 3.28 -4.10 -3.60
C 0.22 2.62 3.59
C 0.77 1.32 1.52
C -0.48 1.85 0.17
C -1.47 -1.79 -0.42
N 3.61 -0.67 0.05
O -0.61 -0.12 -1.58
O -0.75 -2.82 1.03
O -0.36 -0.61 -0.84
O -2.98 2.38 0.42
O 0.81 -0.23 -0.27
H -1.93 2.75 2.31
H -1.74 -1.18 -1.85
H 0.35 0.97 -0.40
H 1.26 -0.38 -0.14

Mulliken atomic charge list, values in e, 4 entries: number 1, C, carries -0.402; number 2, C, carries -0.408; number 3, C, carries 0.540; number 4, C, carries -0.476

=====

No. 10
C5H4NO5Os as an isolated structure in a non-equilibrium geometry, computed with ωB97M-V with the def2-TZVPD basis set.

Calculated values
**2S+1**: 5
**HOMO level (spin up / spin down)**: -20.00 / -23.98 eV
**Maximum force**: 10.2 eV/A
**Total charge**: +3

Positions of all 16 atoms, in Å:
O  -0.6917  4.4627  -3.0152
C  -0.5668  3.5084  -2.3889
Os  -0.1790  -0.7838  0.1469
O  -1.6724  1.5339  1.5212
C  -1.1026  0.6543  1.0137
C  -0.4006  -2.6773  0.5840
O  -0.5551  -3.8070  0.8078
C  1.3664  -0.2283  -0.8251
O  2.2970  0.1272  -1.4290
C  -1.3341  -0.8035  -1.3807
O  -2.0304  -0.7899  -2.3113
H  -0.4028  1.9083  -1.4090
N  1.1474  -0.7754  1.9357
H  0.6160  -0.9173  2.8014
H  1.6570  0.1081  2.0452
H  1.8518  -1.5202  1.9031

Atomic forces in eV per Å
O 0.46 -3.56 2.33
C -0.42 3.25 -2.12
Os 0.75 -2.10 3.46
O 2.68 -4.13 -2.35
C -4.65 7.11 3.86
C -1.47 -7.93 0.97
O 0.87 5.47 -0.91
C 8.09 3.13 -5.28
O -4.22 -1.63 2.71
C -5.23 0.23 -6.75
O 3.23 -0.18 4.34
H -0.10 0.31 -0.35
N -0.18 0.04 -0.46
H 0.07 0.00 0.22
H 0.03 0.00 0.18
H 0.09 -0.01 0.15

Mulliken atomic charge list, values in e, 4 entries: number 1, O, carries 0.008; number 2, C, carries 0.158; number 3, Os, carries 1.076; number 4, O, carries -0.049